1.
{
  "formula": "C9H10N",
  "method": "the ωB97M-V functional and the def2-TZVPD basis",
  "smiles": "CC1=C[C@H]2C(=C=[NH2+])[C@H]2C=C1",
  "orbital_gap_ev": 8.18,
  "e_lumo_ev": -4.19,
  "homo_energy_ev": -12.366,
  "de_lowest_kj_mol": 375.5,
  "total_charge": 1,
  "symbols": ["C", "C", "C", "C", "C", "C", "C", "C", "C", "N", "H", "H", "H", "H", "H", "H", "H", "H", "H", "H"],
  "coordinates": [[1.83, -0.54, -0.46], [2.61, 0.27, 0.09], [-0.94, -0.76, 0.95], [0.11, -1.63, 0.90], [-0.49, 0.16, -1.26], [-1.35, 0.13, -0.15], [0.94, -1.78, -0.24], [0.64, -0.68, -1.43], [-2.59, 0.91, 0.12], [3.54, 1.02, 0.54], [-1.53, -0.74, 1.95], [0.28, -2.22, 1.79], [-0.63, 0.77, -2.03], [1.61, -2.56, -0.55], [1.12, -0.97, -2.33], [-2.69, 1.51, -0.79], [-2.36, 1.44, 0.96], [-3.40, 0.24, 0.34], [3.35, 1.79, 1.18], [4.51, 0.76, 0.59]],
  "nbo_charge": [-0.0903, 0.4452, -0.1921, -0.1800, -0.2239, 0.0836, -0.1844, -0.1513, -0.6280, -0.7076, 0.2415, 0.2430, 0.2238, 0.2781, 0.2672, 0.2312, 0.2286, 0.2446, 0.4332, 0.4376]
}

---

2.
{
  "formula": "C5H6O",
  "method": "the ωB97M-V functional and the def2-TZVPD basis",
  "smiles": "C=C=CCC=O",
  "orbital_gap_ev": 9.55,
  "e_lumo_ev": 0.83,
  "homo_energy_ev": -8.721,
  "de_lowest_kj_mol": 352.2,
  "total_charge": 0,
  "symbols": ["O", "C", "C", "C", "C", "C", "H", "H", "H", "H", "H", "H"],
  "coordinates": [[1.34, 2.29, 0.31], [1.27, 1.38, 1.10], [0.66, 0.04, 0.81], [0.15, -0.04, -0.59], [-0.76, -0.92, -0.90], [-1.95, -1.38, -1.15], [1.69, 1.48, 2.12], [-0.12, -0.17, 1.55], [1.43, -0.73, 0.97], [-2.05, -0.24, -1.41], [0.49, 0.68, -1.32], [-2.15, -2.41, -1.49]],
  "nbo_charge": [-0.5209, 0.4503, -0.5283, -0.3643, 0.1032, -0.5572, 0.1083, 0.2396, 0.2380, 0.3290, 0.2529, 0.2495]
}

---

3.
{
  "formula": "C30H32BBaCl3N11OSSiTe",
  "method": "the ωB97M-V functional and the def2-TZVPD basis",
  "orbital_gap_ev": [6.46, 5.18],
  "e_lumo_ev": [3.89, 2.62],
  "homo_energy_ev": [-2.570, -2.566],
  "de_lowest_kj_mol": 0.0,
  "total_charge": -2,
  "multiplicity": 2,
  "symbols": ["Ba", "C", "C", "C", "C", "N", "N", "B", "N", "C", "C", "C", "C", "N", "N", "C", "C", "C", "C", "N", "N", "C", "C", "C", "C", "N", "H", "H", "H", "H", "H", "H", "H", "H", "H", "H", "H", "H", "H", "H", "H", "H", "H", "H", "H", "H", "N", "C", "S", "N", "N", "C", "C", "C", "C", "C", "C", "C", "O", "H", "H", "H", "H", "H", "H", "H", "Te", "C", "C", "C", "C", "C", "C", "H", "H", "H", "H", "H", "Cl", "Si", "Cl", "Cl"],
  "coordinates": [[0.39, -0.91, 0.12], [-0.43, 2.84, 1.72], [-0.19, 2.97, 0.25], [-0.14, 4.13, -0.55], [0.13, 3.67, -1.82], [0.25, 2.33, -1.76], [0.03, 1.89, -0.50], [0.34, 1.31, -2.91], [1.35, 0.21, -2.50], [1.50, -1.01, -3.05], [2.70, -1.53, -2.60], [3.23, -0.52, -1.77], [4.51, -0.53, -0.99], [2.42, 0.52, -1.71], [-1.03, 0.64, -3.13], [-2.11, 1.07, -3.83], [-3.22, 0.42, -3.34], [-2.73, -0.40, -2.30], [-3.50, -1.30, -1.40], [-1.42, -0.26, -2.18], [0.87, 2.05, -4.16], [2.10, 2.60, -4.22], [2.27, 3.10, -5.49], [1.08, 2.78, -6.15], [0.69, 3.08, -7.57], [0.24, 2.16, -5.35], [-1.01, 3.69, 2.09], [0.52, 2.82, 2.27], [-0.96, 1.92, 1.94], [-0.27, 5.15, -0.23], [0.25, 4.19, -2.75], [0.73, -1.44, -3.67], [3.09, -2.52, -2.79], [4.74, -1.53, -0.62], [4.44, 0.14, -0.14], [5.34, -0.20, -1.62], [-1.98, 1.78, -4.62], [-4.23, 0.52, -3.69], [-4.15, -1.97, -1.97], [-4.14, -0.72, -0.72], [-2.84, -1.91, -0.79], [2.74, 2.58, -3.36], [3.14, 3.61, -5.88], [1.57, 3.38, -8.15], [-0.04, 3.88, -7.63], [0.25, 2.20, -8.04], [-2.41, -4.64, -1.86], [-1.56, -4.21, -0.83], [0.05, -3.77, -1.31], [-2.11, -4.17, 0.34], [-1.21, -3.93, 1.37], [-1.57, -3.08, 2.25], [-2.79, -2.22, 2.26], [-4.07, -2.71, 2.44], [-5.17, -1.85, 2.49], [-4.95, -0.48, 2.36], [-3.68, 0.03, 2.16], [-2.57, -0.83, 2.08], [-1.36, -0.39, 1.81], [-2.18, -4.21, -2.74], [-3.38, -4.56, -1.60], [-0.86, -2.93, 3.06], [-4.21, -3.78, 2.54], [-6.17, -2.24, 2.63], [-5.80, 0.20, 2.40], [-3.52, 1.09, 2.02], [0.00, -0.16, 4.48], [1.46, 0.07, 5.97], [1.61, 1.29, 6.65], [2.56, 1.44, 7.64], [3.40, 0.37, 7.97], [3.26, -0.84, 7.30], [2.30, -0.99, 6.31], [0.97, 2.12, 6.38], [2.67, 2.39, 8.15], [4.15, 0.49, 8.73], [3.92, -1.67, 7.53], [2.22, -1.93, 5.78], [2.65, -3.81, 3.92], [3.00, -2.51, 2.23], [4.71, -3.55, 1.40], [4.11, -0.90, 3.22]],
  "lowdin_charge": [1.4885, -0.0457, -0.3485, -0.0340, -0.0784, -0.0047, 0.0204, -0.7001, -0.0972, -0.1334, -0.0418, -0.3943, -0.0420, 0.0558, 0.0079, -0.0839, -0.0326, -0.3433, -0.0212, 0.0489, 0.0004, -0.0894, -0.0407, -0.3777, -0.0567, 0.1165, 0.0738, 0.0713, 0.0261, 0.0863, 0.1155, 0.1199, 0.1063, 0.0300, 0.0709, 0.0719, 0.0929, 0.0876, 0.0744, 0.0774, 0.0470, 0.1181, 0.0854, 0.0634, 0.0657, 0.0680, 0.0124, -0.9785, 0.3588, -0.0409, -0.0112, -0.1671, -0.1721, -0.0613, -0.1332, -0.1318, -0.0422, -0.4631, -0.5701, 0.0428, 0.0629, 0.0697, 0.1050, 0.0773, 0.0854, 0.1039, 1.0790, -0.6752, -0.1761, -0.1155, -0.1113, -0.0941, -0.1860, 0.0758, 0.0897, 0.0899, 0.1005, 0.0219, 0.0140, -0.5272, -0.0240, -0.0327]
}